The following is a DFT calculation (ωB97M-V/def2-TZVPD) of a 2-piece molecular cluster, C6H11N3 overall at a distorted geometry.

Geometry as XYZ:
```
20
Properties=species:S:1:pos:R:3:forces:R:3
H -1.757 1.554 -1.545 0.43 -0.30 -0.03
N -1.837 0.634 -1.105 0.34 -0.19 1.47
C -1.395 0.688 0.108 -2.26 0.42 0.75
C -1.789 -0.323 1.221 0.09 -0.31 -2.36
C -2.029 -1.607 0.929 0.61 0.49 0.52
H -1.053 1.638 0.549 0.26 -0.22 -0.27
H -1.988 0.080 2.207 0.22 0.11 -0.07
H -1.774 -2.023 -0.041 -0.28 0.15 -0.01
H -2.348 -2.303 1.697 -0.06 0.08 -0.09
C 1.004 -0.611 -1.346 -0.13 -0.02 0.81
N 1.121 0.116 -0.052 0.10 -0.51 -0.17
C 1.953 1.336 -0.181 -0.32 -0.41 0.67
C 1.147 -0.607 1.109 1.58 0.66 -0.93
N 1.376 -1.156 2.104 -0.62 0.24 -0.42
H 0.295 -1.436 -1.242 0.09 0.17 -0.01
H 0.628 0.076 -2.108 -0.03 -0.03 0.22
H 1.972 -1.004 -1.664 0.07 0.00 0.05
H 1.436 2.051 -0.825 -0.01 -0.13 0.02
H 2.111 1.795 0.798 -0.09 -0.14 -0.13
H 2.929 1.103 -0.614 0.01 -0.06 -0.02
```
Forces are in eV/Å.

Values from the calculation:
**SMILES**: [H]/N=C/C=C.CN(C)C#N
**Total charge**: 0
**HOMO level**: -9.217 eV
**Orbital gap**: 9.9 eV

Results of the Mulliken charge analysis, in e, for atoms 1 through 2:
1. H 0.27
2. N -0.65

The following is a DFT calculation (ωB97M-V/def2-TZVPD) of C6H11N3 as an isolated structure at a distorted geometry.

Geometry as XYZ:
```
20
Properties=species:S:1:pos:R:3:forces:R:3
C 1.346 -0.895 1.511 -0.15 -0.40 -0.30
C -0.436 -0.488 -0.599 -0.62 -0.63 1.70
C -0.344 0.832 -0.920 -0.30 0.86 2.64
C 0.048 -0.180 1.321 0.56 -0.24 -0.20
N 0.205 -1.462 -1.392 0.26 0.06 -0.15
N 0.357 1.287 -1.985 -0.11 -0.04 -0.04
C -1.068 1.927 -0.026 0.11 0.16 -2.04
C -1.080 -0.938 0.809 0.55 0.66 -1.03
N -0.950 2.365 1.148 1.16 0.18 -0.48
H -0.244 -2.365 -1.349 0.02 0.06 0.01
H 1.189 -1.574 -1.161 -0.04 -0.03 -0.05
H 0.662 0.593 -2.653 -0.13 0.18 -0.04
H 0.222 2.237 -2.288 0.07 -0.12 -0.04
H -0.111 1.916 1.575 -1.05 -0.40 0.03
H -1.750 2.477 -0.690 -0.41 -0.26 0.19
H 1.384 -1.937 1.156 0.04 -0.11 0.06
H 1.533 -0.892 2.590 0.01 -0.04 -0.07
H 2.180 -0.351 1.060 -0.04 0.09 0.08
H -1.073 -2.029 0.901 0.06 -0.03 -0.20
H -2.070 -0.523 0.991 0.00 0.03 -0.07
```
Forces are in eV/Å.

Values from the calculation:
**Total charge**: 0
**HOMO level**: -7.280 eV
**Orbital gap**: 8.1 eV

Results of the Mulliken charge analysis, in e, for atoms 1 through 2:
1. C -1.49
2. C 0.21

The following is a DFT calculation (ωB97M-V/def2-TZVPD) of an isolated molecule of C6H11N3O at a distorted geometry.

Geometry as XYZ:
```
21
Properties=species:S:1:pos:R:3:forces:R:3
C 0.183 0.381 0.328 -1.16 0.87 0.38
C 1.179 -0.036 1.210 3.30 -1.95 -0.06
C 0.923 -0.461 -1.904 1.09 -0.22 1.75
C -0.574 -1.779 -0.461 -0.32 0.53 -1.64
C -1.683 2.030 0.643 -1.25 -2.93 -2.07
C -0.213 -0.300 -0.902 -1.67 -1.66 -1.03
N 0.262 1.769 2.152 -4.54 0.77 -2.86
N 2.014 -1.050 1.017 -1.75 1.85 1.00
N -0.448 1.358 0.945 2.72 1.76 3.04
O 1.198 0.875 2.262 1.54 -2.31 -0.93
H 0.695 -0.116 -2.851 -0.25 1.26 -1.84
H 1.173 -1.486 -2.031 -0.18 -1.14 -0.12
H 1.870 -0.119 -1.484 -0.08 0.71 -0.34
H 0.361 -2.195 -0.144 0.45 -0.51 -0.02
H -1.031 -2.393 -1.296 0.47 0.82 0.98
H -1.173 -1.753 0.410 -1.14 -0.19 0.76
H -1.596 3.071 0.741 -0.03 1.24 0.14
H -2.437 1.545 1.252 -0.16 0.60 0.71
H -2.077 1.663 -0.385 1.18 1.17 1.35
H -1.117 0.201 -1.398 1.26 -0.62 0.81
H 2.492 -1.206 1.897 0.51 -0.06 0.02
```
Forces are in eV/Å.

Values from the calculation:
**Total charge**: 0
**HOMO level (alpha / beta)**: -7.295 / -7.321 eV
**Orbital gap (alpha / beta)**: 7.8 / 7.8 eV

Results of the Mulliken charge analysis, in e, for atoms 1 through 2:
1. C 0.00
2. C 0.70

The following is a DFT calculation (ωB97M-V/def2-TZVPD) of an isolated molecule of C6H11N3O2S at a distorted geometry.

Geometry as XYZ:
```
23
Properties=species:S:1:pos:R:3:forces:R:3
C -0.057 -0.040 -0.783 -2.22 1.55 1.13
C 2.631 1.100 0.602 -1.18 -1.84 1.58
C -2.859 -0.322 -0.239 -0.07 -2.69 2.02
C -1.762 -0.788 0.905 -0.95 3.63 -2.51
C -2.258 0.924 -0.805 -0.15 0.28 2.46
C 1.245 -0.026 -1.178 0.40 -1.56 -0.72
N -0.403 -0.558 0.398 1.06 -1.79 0.42
N 2.763 2.323 0.836 -1.34 -0.43 0.57
N 1.736 -1.989 0.418 0.54 0.30 0.31
O 3.568 0.275 0.015 -2.05 -0.43 0.20
O -1.031 0.725 -1.434 2.60 -1.08 -0.34
S 2.471 -1.113 -0.658 0.17 0.07 0.15
H 1.668 0.509 1.010 2.26 1.66 -0.64
H -3.040 -1.203 -0.884 0.39 0.78 -0.41
H -3.886 -0.133 0.215 1.48 0.03 -0.23
H -1.944 -0.008 1.625 0.07 0.00 0.92
H -1.773 -1.719 1.363 -0.63 -1.83 0.43
H -2.860 1.382 -1.530 -0.92 0.69 -1.01
H -2.194 1.623 0.110 0.30 -0.57 -1.42
H 1.652 0.471 -2.004 -0.12 1.00 -1.15
H 3.638 2.606 0.495 1.64 0.84 -0.72
H 0.418 -1.259 0.756 -1.44 1.11 -0.68
H 2.277 -2.778 0.768 0.14 0.28 -0.36
```
Forces are in eV/Å.

Values from the calculation:
**Total charge**: 0
**HOMO level**: -8.397 eV
**Orbital gap**: 9.0 eV

Results of the Mulliken charge analysis, in e, for atoms 1 through 2:
1. C 0.75
2. C 0.36

The following is a DFT calculation (ωB97M-V/def2-TZVPD) of an isolated molecule of C6H11N3O3 at a distorted geometry.

Geometry as XYZ:
```
23
Properties=species:S:1:pos:R:3:forces:R:3
H 0.898 -1.628 -0.118 -1.29 1.29 -0.18
N 0.158 -0.866 -0.181 2.03 -1.64 0.16
C 0.707 0.282 -0.188 0.38 1.55 -0.26
N -0.052 1.395 -0.237 0.60 3.75 -0.71
C -1.469 1.341 -0.504 -0.53 -1.79 -1.56
C -2.237 0.776 0.665 -2.01 1.43 0.81
C -3.153 -0.405 0.177 3.31 1.61 1.28
O -4.312 -0.418 0.322 -3.08 -0.17 0.03
O -2.448 -1.375 -0.352 0.31 -1.18 -0.48
N 2.094 0.681 -0.145 -0.83 -1.63 0.44
C 3.027 -0.353 0.077 0.19 1.06 -0.95
C 4.357 0.215 0.382 4.53 -0.19 1.18
O 2.813 -1.544 -0.066 -0.04 1.11 0.41
H 0.443 2.335 -0.406 -1.26 -2.31 0.33
H -1.668 0.637 -1.382 0.60 0.89 0.85
H -1.925 2.266 -0.820 0.57 0.63 0.05
H -2.792 1.655 1.217 0.59 -2.01 -1.10
H -1.536 0.402 1.378 0.40 -0.49 0.52
H -1.439 -1.274 -0.268 -0.59 0.43 -0.04
H 2.317 1.708 -0.036 -0.16 -2.17 0.00
H 4.494 0.605 1.459 -0.72 -0.30 -1.63
H 5.175 -0.604 0.362 -1.61 0.95 -0.08
H 4.824 0.983 -0.335 -1.39 -0.83 0.94
```
Forces are in eV/Å.

Values from the calculation:
**SMILES**: [H]/N=C(/NCCC(=O)O)NC(C)=O
**Total charge**: 0
**HOMO level**: -9.486 eV
**Orbital gap**: 9.5 eV

Results of the Mulliken charge analysis, in e, for atoms 1 through 2:
1. H 0.20
2. N -0.56

The following is a DFT calculation (ωB97M-V/def2-TZVPD) of C6H11N3O3 as an isolated structure at a distorted geometry.

Geometry as XYZ:
```
23
Properties=species:S:1:pos:R:3:forces:R:3
C 3.982 -0.165 -0.404 0.71 -2.41 -2.97
C 2.718 0.540 -0.065 -1.27 3.24 3.13
C 0.289 0.101 0.275 1.90 2.93 -3.47
C -1.723 -0.861 0.699 1.17 0.42 -0.81
C -2.349 -0.536 -0.694 -2.55 0.30 1.94
C -3.403 0.535 -0.267 -1.64 -0.96 0.71
H 3.879 0.011 -1.641 0.97 -0.82 3.05
H 4.965 0.327 -0.013 -2.08 -1.20 -0.67
H 3.866 -1.594 -0.237 0.67 4.79 -0.43
H 1.846 -1.322 -0.170 -1.15 2.28 0.07
H 0.412 1.909 -0.751 -1.79 -2.17 2.97
H 0.250 -1.200 2.053 -1.81 0.08 -4.73
H -1.934 -0.003 1.380 0.02 -1.24 -0.20
H -2.019 -1.807 0.988 -1.79 -1.45 1.13
H -2.944 -1.322 -1.240 0.78 0.55 1.13
H -1.791 -0.038 -1.389 2.31 0.87 -1.57
H -2.104 1.885 0.615 -1.53 -0.94 -1.29
N 1.588 -0.282 -0.144 2.19 -0.15 -0.12
N -0.261 1.310 -0.028 3.00 -2.56 -0.59
N -0.252 -1.126 0.635 -0.83 1.96 5.13
O 2.643 1.746 0.364 0.57 -4.15 -2.05
O -3.089 1.715 0.390 0.94 -0.82 -0.40
O -4.568 0.178 -0.356 1.19 1.43 0.04
```
Forces are in eV/Å.

Values from the calculation:
**Total charge**: 0
**HOMO level**: -9.722 eV
**Orbital gap**: 8.9 eV

Results of the Mulliken charge analysis, in e, for atoms 1 through 2:
1. C -0.87
2. C 0.61

Number 1: energy -10867.93781 eV. Number 2: energy -10866.19540 eV. Number 3: energy -12914.00070 eV. Number 4: energy -25796.90768 eV. Number 5: energy -17013.32027 eV. Number 6: energy -17007.82874 eV.